[1]
Entry from the OMol25 dataset: 2 unconnected molecules or ions with the total composition C6H9NS in a non-equilibrium geometry (wB97M-V/def2-TZVPD).

HOMO	-7.32	eV
energy above the lowest of the compared OMol25 structures with the same formula, charge and spin	108.5	kcal per mole
E_LUMO	0.2	eV
charge	0

Element x y z (Å)
C1 1.03887 0.17955 -0.04979
C2 1.08477 -1.02873 -0.66845
C3 0.98635 1.25592 -0.95690
C4 -0.77974 2.59996 -0.48443
C5 0.83722 -2.35882 -0.11035
C6 -1.38173 2.10491 0.64344
N1 1.54025 1.66627 -1.95676
S1 -1.08262 3.76159 -1.52448
H1 0.94459 0.24425 0.93941
H2 1.03006 -0.91822 -1.70214
H3 1.23435 -2.18614 0.94541
H4 1.24967 -3.14865 -0.73213
H5 -0.26653 -2.57626 0.02059
H6 -2.04905 2.79199 1.21728
H7 -0.56844 1.93016 1.37371
H8 -2.01733 1.35510 0.41445
H9 1.16702 2.52177 -2.34868

Atomic partial charges in e from the natural (NBO) method, atoms 1 to 2: -0.3469 -0.0653

[2]
Entry from the OMol25 dataset: a molecular structure, C18H27N4O3Rh in a non-equilibrium geometry (wB97M-V/def2-TZVPD).

expectation value of S²	6.012
spin multiplicity	5
HOMO (spin up / spin down)	-15.71 / -15.73	eV
E_LUMO (spin up / spin down)	-5.7 / -9.6	eV
charge	+2

Element x y z (Å)
Rh1 -0.06800 -0.24130 0.00830
O1 -1.18420 1.36320 1.50290
C1 -2.11390 0.78290 2.39870
C2 -1.88190 -0.69460 2.56980
C3 -2.51430 -1.35910 3.62040
C4 -2.32930 -2.71710 3.77990
C5 -1.51050 -3.39130 2.88000
C6 -0.91520 -2.66520 1.86650
N1 -1.09350 -1.35200 1.71880
H1 -1.61850 2.06100 0.99190
H2 -3.14710 0.92580 2.05900
H3 -2.01790 1.27510 3.37830
H4 -3.14090 -0.79900 4.29570
H5 -2.80900 -3.24470 4.59010
H6 -1.34010 -4.45190 2.96700
H7 -0.26440 -3.15280 1.15080
O2 -2.44560 1.41590 -3.04710
C7 -1.88100 0.71240 -2.24710
O3 -1.29430 1.07810 -1.18360
C8 -1.82960 -0.81120 -2.50410
C9 -2.50280 -1.34350 -3.59250
C10 -2.43360 -2.71190 -3.80130
C11 -1.70120 -3.48510 -2.91270
C12 -1.05560 -2.86530 -1.85090
N2 -1.12310 -1.55240 -1.65530
H8 -3.04820 -0.67390 -4.24020
H9 -2.93930 -3.16570 -4.64130
H10 -1.62380 -4.55430 -3.03560
H11 -0.46150 -3.44580 -1.15720
C13 1.63490 1.00070 2.45740
N3 1.92450 -0.01170 1.44720
C14 2.18990 -1.30530 2.07060
C15 3.04910 0.40980 0.60790
C16 3.05590 -0.29750 -0.74480
N4 1.82680 -0.05570 -1.50170
C17 1.69440 1.35050 -1.88790
C18 1.78680 -0.92670 -2.67230
H12 2.52450 1.21750 3.05870
H13 0.84880 0.65410 3.12370
H14 1.30460 1.92460 1.98320
H15 3.13980 -1.28500 2.61820
H16 2.25030 -2.09300 1.31950
H17 1.40320 -1.55190 2.78090
H18 3.99870 0.19330 1.11460
H19 2.99410 1.48830 0.45890
H20 3.17480 -1.37490 -0.61100
H21 3.92450 0.05990 -1.31600
H22 2.62780 1.72260 -2.32570
H23 1.44250 1.97080 -1.02480
H24 0.90270 1.46690 -2.62510
H25 2.68830 -0.79650 -3.28350
H26 0.92620 -0.68990 -3.29590
H27 1.73140 -1.97430 -2.37260

Atomic partial charges in e from the natural (NBO) method, atoms 1 to 2: 1.5784 -0.7269

[3]
Entry from the OMol25 dataset: 2 unconnected molecules or ions with the total composition C7H16O (wB97M-V/def2-TZVPD).

HOMO	-8.82	eV
energy above the lowest of the compared OMol25 structures with the same formula, charge and spin	18.6	kcal per mole
E_LUMO	0.9	eV
charge	0

Element x y z (Å)
C1 1.93741 1.80218 -2.19308
C2 2.51893 1.79949 -1.00234
C3 2.71713 0.57961 -0.15860
O1 2.96257 2.97307 -0.44477
H1 1.45732 0.88970 -2.51487
H2 1.91121 2.66678 -2.83898
H3 2.12589 -0.24527 -0.55089
H4 3.76594 0.27313 -0.17052
H5 2.38248 0.73689 0.86982
H6 3.51145 2.76055 0.31617
C4 -0.77051 -0.39074 -0.18025
C5 -2.11178 -0.80652 0.41542
C6 -2.34787 -2.29944 0.22433
C7 -2.15430 -0.45106 1.90186
H7 -0.58743 0.67281 -0.02318
H8 0.03181 -0.98656 0.25926
H9 -0.74291 -0.57456 -1.25794
H10 -2.91788 -0.24052 -0.06327
H11 -3.29894 -2.61797 0.65487
H12 -1.54758 -2.85536 0.72452
H13 -2.32577 -2.59466 -0.82536
H14 -2.04234 0.62342 2.05458
H15 -3.10729 -0.73744 2.35597
H16 -1.36754 -0.97753 2.44726

Atomic partial charges in e from the natural (NBO) method, atoms 1 to 2: -0.5155 0.3209

[4]
Entry from the OMol25 dataset: a molecular structure, C33H21FN6O6RuSSe in a non-equilibrium geometry (wB97M-V/def2-TZVPD).

expectation value of S²	0.754
spin multiplicity	2
HOMO (spin up / spin down)	-11.19 / -11.16	eV
energy above the lowest of the compared OMol25 structures with the same formula, charge and spin	0.0	kcal per mole
E_LUMO (spin up / spin down)	-3.5 / -3.9	eV
charge	+1

Element x y z (Å)
Ru1 1.22923 -1.04316 0.16272
Se1 6.88358 -6.14057 0.56590
N1 6.75725 -4.51451 -0.14050
C1 5.54195 -4.09365 0.08434
C2 5.04681 -2.79444 -0.35865
C3 5.81170 -1.87537 -1.07873
C4 5.23558 -0.68877 -1.47894
C5 3.90686 -0.43444 -1.16114
N2 3.17744 -1.30000 -0.46188
C6 3.73104 -2.46605 -0.06109
C7 2.86828 -3.36612 0.69261
N3 1.62385 -2.91661 0.95034
C8 0.76440 -3.70769 1.57624
C9 1.11623 -4.98670 1.99798
C10 2.39388 -5.44709 1.76744
C11 3.29970 -4.62257 1.09791
C12 4.67539 -5.00158 0.79332
N4 5.19964 -6.14808 1.13329
H1 6.83957 -2.11479 -1.31668
H2 5.79199 0.04223 -2.04693
H3 3.40221 0.46427 -1.49120
H4 -0.22068 -3.29652 1.75205
H5 0.38325 -5.59843 2.50314
H6 2.70852 -6.43196 2.08530
C13 -5.62080 -0.32479 -2.46722
C14 -5.33081 0.46417 -1.20726
C15 -5.52217 1.96156 -1.39093
C16 -5.46215 2.64816 -0.03560
C17 -4.25244 2.20425 0.74576
C18 -3.78705 2.95840 1.79812
C19 -2.62884 2.59147 2.47989
F1 -2.21990 3.36986 3.49100
C20 -1.89312 1.49864 2.12784
C21 -2.34526 0.71762 1.05510
C22 -1.51791 -0.35945 0.56452
O1 -0.44436 -0.65404 1.20427
C23 -1.92410 -1.00723 -0.60385
C24 -3.15893 -0.70456 -1.14002
N5 -3.95634 0.24452 -0.67299
C25 -3.53112 1.04749 0.38565
C26 -1.11652 -2.04537 -1.32419
O2 -1.64680 -2.81227 -2.09192
O3 0.18554 -1.99959 -1.15351
H7 -6.65723 -0.13763 -2.74406
H8 -5.51383 -1.39956 -2.32873
H9 -4.98876 -0.00567 -3.29776
H10 -6.00589 0.12871 -0.41289
H11 -6.48486 2.14210 -1.86809
H12 -4.74438 2.34286 -2.05798
H13 -6.36750 2.41786 0.53353
H14 -5.43148 3.73190 -0.14975
H15 -4.30012 3.86550 2.09231
H16 -0.97944 1.23811 2.64309
H17 -3.49896 -1.28443 -1.98387
O4 2.03220 0.63400 1.48924
C27 1.61682 1.44566 0.62377
N6 1.04441 0.91885 -0.45447
S1 0.53779 2.03268 -1.55521
O5 -0.89408 2.03798 -1.62817
O6 1.29892 1.90213 -2.76008
C28 1.12260 3.39627 -0.57261
C29 1.07510 4.74011 -0.86946
C30 1.61009 5.61697 0.07064
C31 2.16979 5.15121 1.25605
C32 2.21663 3.79084 1.53807
C33 1.68488 2.92175 0.60451
H18 0.64268 5.10054 -1.79287
H19 1.59189 6.68042 -0.12630
H20 2.57619 5.85922 1.96527
H21 2.65202 3.41538 2.45426

Atomic partial charges in e from the natural (NBO) method, atoms 1 to 2: 1.2023 0.9962